1.
Entry from the OMol25 dataset: a structure of composition C39H32Cl5HfN4O2P at a distorted geometry (the ωB97M-V functional and the def2-TZVPD basis).

XYZ file:
```
84
Properties=species:S:1:pos:R:3:forces:R:3:lowdin_charge:R:1
Hf 0.239 -1.217 -0.921 -0.68 1.85 0.24 1.623
C -0.420 -2.129 -3.968 -0.03 0.33 -0.63 -0.182
C -1.953 -2.004 -4.044 1.12 -0.29 0.94 -0.101
C -2.602 -1.573 -2.735 -1.87 0.68 0.39 -0.252
C -3.964 -1.935 -2.505 0.21 0.02 0.91 0.014
C -4.679 -1.368 -1.400 1.10 -0.69 -0.71 -0.010
C -4.064 -0.347 -0.686 0.93 -0.34 -0.29 -0.014
C -2.734 0.000 -0.991 -0.57 -0.88 -0.62 -0.097
N -1.967 -0.665 -1.903 -1.07 -0.32 -0.40 -0.025
N 0.070 -2.774 -2.713 -0.11 -1.30 0.25 -0.220
C 1.518 -3.081 -2.960 -1.07 -0.52 -1.13 -0.134
C 2.195 -3.470 -1.718 1.33 0.35 2.35 -0.263
C 3.319 -4.265 -1.786 -0.42 -0.06 1.54 0.022
C 3.876 -4.772 -0.587 0.59 0.79 -0.01 0.027
C 3.367 -4.333 0.655 0.97 -0.79 -1.46 -0.013
C 2.343 -3.418 0.614 -0.65 -0.56 0.46 -0.190
N 1.767 -2.991 -0.498 -0.90 -0.25 -2.26 0.002
C -0.694 -4.043 -2.249 -0.09 0.87 -1.01 -0.048
C -1.160 -3.973 -0.825 -0.09 1.60 0.24 -0.280
C -1.650 -5.101 -0.254 0.48 -0.71 2.13 0.016
C -1.843 -5.112 1.176 0.46 -0.56 -0.66 0.023
C -1.677 -3.941 1.919 -0.27 0.76 -2.05 -0.006
C -1.406 -2.763 1.191 0.29 -0.42 -0.71 -0.037
N -1.111 -2.773 -0.168 -0.27 -1.74 2.23 -0.037
H 0.105 -1.141 -4.041 -0.70 -0.68 0.20 0.087
H -0.043 -2.675 -4.855 -0.31 -0.05 0.41 0.142
H -2.382 -2.942 -4.398 -0.11 0.00 0.14 0.117
H -2.161 -1.284 -4.824 -0.22 0.37 -0.09 0.136
H -4.490 -2.749 -3.066 0.84 1.00 0.20 0.137
H -5.644 -1.806 -1.113 0.36 0.51 -0.22 0.128
H -4.479 0.102 0.203 -0.37 0.22 -0.15 0.122
H -2.300 0.846 -0.475 0.35 -0.27 0.11 0.105
H 1.671 -3.955 -3.669 -0.52 1.11 0.46 0.168
H 1.870 -2.179 -3.469 0.64 -0.08 0.24 0.134
H 3.706 -4.389 -2.768 0.56 -0.84 -0.51 0.122
H 4.785 -5.399 -0.637 -0.74 0.28 0.09 0.136
H 3.816 -4.656 1.594 -0.28 0.07 -0.28 0.132
H 1.871 -3.112 1.521 -0.03 0.42 0.45 0.101
H -0.085 -4.940 -2.400 0.20 0.28 0.06 0.142
H -1.603 -4.229 -2.855 0.58 0.45 0.00 0.141
H -1.598 -5.990 -0.882 -0.47 -0.09 0.56 0.136
H -1.997 -6.071 1.709 -0.18 0.69 -0.55 0.136
H -1.814 -3.856 2.980 -0.04 -0.24 0.24 0.120
H -1.378 -1.774 1.685 -0.07 -0.59 -0.38 0.097
O -1.708 0.188 2.076 0.61 0.78 0.16 0.049
C -0.658 0.643 1.640 -1.92 -2.07 -0.42 -0.638
O -0.175 0.028 0.537 0.23 -0.37 -0.35 -0.263
C 0.107 1.735 2.178 0.36 1.44 0.95 -0.211
P -0.495 3.426 1.445 1.42 -0.34 -1.52 1.079
C -1.816 4.190 2.352 -1.42 -1.21 2.22 -0.427
C -2.657 3.411 3.189 0.13 -0.45 -0.51 -0.093
C -3.765 3.987 3.797 -0.29 0.80 -0.44 -0.064
C -3.949 5.394 3.699 0.24 -1.19 1.18 -0.075
C -3.040 6.171 3.033 0.29 -0.82 -0.47 -0.072
C -2.031 5.553 2.297 0.73 0.61 -0.37 -0.093
C 0.847 4.516 1.988 0.37 1.12 -0.14 -0.409
C 1.126 4.926 3.317 -0.05 -1.12 -1.07 -0.064
C 2.092 5.907 3.551 -1.69 -0.07 1.66 -0.087
C 2.622 6.641 2.538 1.05 -0.09 -1.48 -0.080
C 2.334 6.250 1.234 0.99 0.87 -1.41 -0.088
C 1.453 5.230 0.934 0.27 -0.13 1.20 -0.130
H 1.193 1.584 1.960 -0.90 0.56 0.17 0.112
H -0.117 1.791 3.246 0.40 -0.18 0.08 0.102
H -2.393 2.336 3.318 -0.63 0.84 -0.08 0.092
H -4.535 3.391 4.288 0.51 0.09 0.18 0.106
H -4.655 5.903 4.345 -0.41 -0.26 -0.27 0.109
H -3.124 7.226 3.124 0.10 0.72 -0.29 0.105
H -1.308 6.145 1.740 -0.23 0.16 0.03 0.111
H 0.572 4.411 4.114 0.46 0.44 -0.09 0.117
H 2.245 6.236 4.571 0.22 -0.21 0.08 0.112
H 3.348 7.437 2.711 -0.34 -0.18 0.07 0.119
H 2.856 6.725 0.363 -0.62 -0.16 1.03 0.123
H 1.250 5.033 -0.101 -0.19 -0.34 -0.26 0.084
Cl 3.580 -0.901 1.498 -0.17 -0.20 0.52 0.788
C 3.460 -0.368 -0.122 0.13 -0.49 -0.18 -0.701
C 2.246 -0.310 -0.780 -0.76 1.25 -0.39 -0.316
C 2.192 0.490 -1.908 0.16 -0.34 -0.34 -0.609
Cl 0.542 0.970 -2.559 0.99 -0.80 0.60 0.712
C 3.315 0.906 -2.608 -0.38 0.44 -1.38 -0.636
Cl 3.113 1.566 -4.260 0.52 -0.36 1.63 0.668
C 4.542 0.639 -2.016 -0.07 0.06 -0.07 -0.708
Cl 5.979 1.140 -2.742 0.36 0.22 -0.62 0.773
C 4.611 0.000 -0.762 1.17 0.54 -0.50 -0.684
Cl 6.183 -0.303 -0.106 -0.54 0.08 0.14 0.725
```
Forces are in eV/Å.

Output
electronic energy	-124213.6767	eV
gap between HOMO and LUMO	5.93	eV
relative energy (zero: lowest compared OMol25 entry of this formula, charge and spin)	0.000	eV
highest occupied orbital energy	-11.90	eV
charge	+2



2.
Entry from the OMol25 dataset: a structure of composition C32H34N5O3RuSTe (the ωB97M-V functional and the def2-TZVPD basis).

XYZ file:
```
77
Properties=species:S:1:pos:R:3:forces:R:3:mulliken_spin:R:1
Ru -0.052 0.265 -0.227 -0.16 0.42 -0.16 0.955
N -0.981 -0.429 1.567 0.14 -0.27 -0.02 -0.011
N -0.952 -1.841 1.454 0.09 -0.03 0.01 0.004
C -0.239 -2.452 0.411 -0.16 0.03 -0.08 -0.004
O 0.019 -3.619 0.442 0.06 -0.01 0.03 0.015
O 0.042 -1.629 -0.604 -0.04 -0.07 0.13 0.061
H -0.556 -0.142 2.446 0.00 0.05 -0.01 -0.001
H -1.947 -0.104 1.583 -0.01 -0.01 0.00 -0.002
H -1.106 -2.390 2.285 -0.01 0.01 0.01 -0.001
N 0.276 0.722 -2.175 -0.22 -0.33 -0.10 -0.015
S 0.100 -0.457 -3.313 0.07 0.05 0.02 0.001
C 1.731 -0.794 -3.958 -0.03 0.01 -0.01 0.004
C 2.829 -0.554 -3.153 0.05 0.00 -0.05 -0.002
C 4.088 -0.926 -3.605 0.00 0.00 0.00 0.000
C 4.226 -1.537 -4.842 0.00 0.00 0.00 0.000
C 3.110 -1.785 -5.633 0.00 0.00 0.01 0.000
C 1.848 -1.421 -5.192 0.01 -0.02 -0.01 0.001
C -0.659 0.377 -4.676 0.01 0.02 0.00 -0.001
C -1.944 -0.015 -5.023 -0.01 0.01 0.02 0.000
C -2.579 0.636 -6.072 0.00 0.00 0.00 0.000
C -1.929 1.657 -6.748 0.00 0.00 -0.01 0.000
C -0.638 2.038 -6.389 0.01 0.00 0.00 0.000
C 0.010 1.395 -5.350 -0.02 -0.01 0.00 0.000
H 0.087 1.632 -2.578 0.24 0.06 0.01 -0.001
H 2.700 -0.080 -2.191 -0.01 0.01 0.00 -0.001
H 4.957 -0.740 -2.986 0.00 0.00 0.00 0.000
H 5.207 -1.827 -5.193 0.00 0.00 0.00 0.000
H 3.222 -2.264 -6.596 0.00 0.00 0.00 0.000
H 0.976 -1.615 -5.805 0.01 0.00 0.00 0.000
H -2.434 -0.821 -4.491 0.00 0.00 0.00 0.000
H -3.576 0.337 -6.365 0.00 0.00 0.00 0.000
H -2.423 2.155 -7.571 0.00 0.00 0.00 0.000
H -0.134 2.823 -6.936 0.00 0.00 0.00 0.000
H 1.028 1.655 -5.085 0.00 0.00 0.00 0.000
C 3.523 1.341 -0.037 -0.05 0.03 0.00 0.001
Te 2.116 0.282 1.164 -0.03 -0.02 0.05 -0.065
C 3.110 -1.487 0.491 -0.03 0.04 -0.04 0.012
C 4.437 -0.999 -0.035 0.04 -0.08 0.03 0.003
C 5.465 -1.908 -0.273 -0.02 0.01 0.00 -0.001
C 6.680 -1.467 -0.769 0.01 0.00 -0.01 0.000
C 6.879 -0.116 -1.028 0.02 0.00 0.00 0.000
C 5.862 0.792 -0.790 -0.03 0.00 0.02 -0.002
C 4.636 0.353 -0.293 0.05 0.08 -0.01 -0.002
H 3.858 2.216 0.518 -0.01 0.00 0.00 0.002
H 3.013 1.665 -0.944 0.02 0.01 0.00 0.000
H 2.486 -1.952 -0.272 -0.01 -0.02 0.01 0.001
H 3.213 -2.162 1.337 -0.02 -0.01 -0.01 0.004
H 5.314 -2.959 -0.064 0.00 0.00 0.00 0.000
H 7.478 -2.177 -0.942 0.00 0.00 0.00 0.000
H 7.833 0.231 -1.402 0.00 0.00 0.00 0.000
H 6.022 1.846 -0.978 0.00 0.00 0.00 0.000
C -1.561 6.724 -0.411 -0.02 0.00 -0.02 0.000
N -0.908 5.446 -0.649 0.04 0.00 0.07 0.006
N -1.303 4.316 0.022 -0.03 0.02 -0.03 0.006
C -0.467 3.299 -0.301 -0.16 0.01 -0.10 0.004
O -0.658 2.139 0.216 0.19 0.03 0.23 0.019
C 0.487 3.817 -1.192 0.02 0.00 0.01 0.011
C 0.179 5.156 -1.373 0.01 0.00 -0.02 0.001
C 0.884 6.179 -2.193 0.00 0.00 0.01 0.000
C -2.477 4.270 0.844 0.02 -0.01 -0.01 -0.005
C -2.338 4.346 2.221 0.00 0.00 0.00 0.004
C -3.475 4.299 3.013 0.00 0.00 0.00 -0.001
C -4.727 4.184 2.423 0.00 0.00 0.00 0.000
C -4.852 4.110 1.041 0.00 0.00 0.00 0.000
C -3.720 4.148 0.241 0.00 -0.01 0.01 0.003
H -1.615 6.919 0.659 0.01 0.00 0.00 0.000
H -2.563 6.729 -0.834 0.00 0.00 0.01 0.000
H -0.963 7.496 -0.884 0.00 0.00 -0.01 0.000
H 1.311 3.285 -1.635 0.00 0.02 0.01 -0.003
H 1.627 5.695 -2.822 0.00 0.00 0.00 0.000
H 1.398 6.901 -1.557 -0.01 0.00 0.00 0.000
H 0.192 6.722 -2.835 0.00 -0.01 -0.01 0.000
H -1.353 4.445 2.660 0.00 0.00 0.00 0.000
H -3.386 4.364 4.088 0.00 0.00 0.00 0.000
H -5.613 4.157 3.043 0.00 0.00 0.00 0.000
H -5.829 4.021 0.588 0.00 0.00 0.00 0.000
H -3.796 4.085 -0.837 0.00 0.00 0.00 0.000
```
Forces are in eV/Å.

Output
electronic energy	-68024.8892	eV
2S+1	2
gap between HOMO and LUMO (alpha / beta)	7.49 / 7.45	eV
relative energy (zero: lowest compared OMol25 entry of this formula, charge and spin)	0.312	eV
highest occupied orbital energy (alpha / beta)	-13.89 / -13.84	eV
charge	+2



3.
Entry from the OMol25 dataset: an isolated molecule of C7H9N5S at a distorted geometry (the ωB97M-V functional and the def2-TZVPD basis).

XYZ file:
```
22
Properties=species:S:1:pos:R:3:forces:R:3:nbo_charge:R:1
N -3.676 0.685 2.074 -1.53 0.18 -4.13 -0.790
C -2.581 -0.006 2.444 -0.78 -1.24 2.67 0.325
S -2.309 -0.689 4.020 -0.56 1.03 -1.83 -0.308
N -1.636 -0.190 1.493 3.06 -0.63 1.15 -0.470
N -1.644 0.861 0.676 2.08 1.73 -3.47 -0.240
C -0.698 1.088 -0.191 0.42 -2.30 -1.00 0.019
C 0.533 0.124 -0.507 0.33 0.69 -0.52 0.073
N 0.939 -0.713 0.463 -1.91 0.94 1.12 -0.443
C 2.095 -1.276 0.463 1.96 -1.96 0.86 0.022
C 3.028 -0.968 -0.539 2.05 -3.32 0.98 -0.221
C 2.693 -0.357 -1.680 -2.81 0.76 0.54 -0.232
C 1.344 0.119 -1.703 0.11 1.82 -1.53 0.172
N 0.881 0.754 -2.886 -1.59 0.15 -1.55 -0.838
H -4.092 0.805 0.952 2.33 -0.48 4.62 0.426
H -4.321 0.976 2.770 -0.35 -0.24 0.57 0.413
H -0.635 -0.538 1.852 -2.78 0.55 -1.18 0.454
H -0.836 1.919 -0.930 0.10 -0.66 1.10 0.204
H 2.338 -2.115 1.258 -0.54 2.08 -1.52 0.203
H 3.977 -1.565 -0.608 -0.72 0.90 0.73 0.215
H 3.409 -0.383 -2.465 -0.05 0.47 -0.90 0.229
H 1.320 0.823 -3.850 0.22 -0.60 2.45 0.403
H -0.127 0.645 -3.105 0.98 0.13 0.81 0.383
```
Forces are in eV/Å.

Output
electronic energy	-25687.7358	eV
gap between HOMO and LUMO	7.80	eV
structure (SMILES)	NC(=S)N/N=C\c1ncccc1N
relative energy (zero: lowest compared OMol25 entry of this formula, charge and spin)	1.684	eV
highest occupied orbital energy	-7.77	eV



4.
Entry from the OMol25 dataset: a cluster of 2 separate species, C2H9NO in total at a distorted geometry (the ωB97M-V functional and the def2-TZVPD basis).

XYZ file:
```
13
Properties=species:S:1:pos:R:3:forces:R:3:nbo_charge:R:1
N 1.728 0.817 1.889 0.75 1.02 1.43 -0.869
C 3.132 0.963 1.672 -0.35 -2.68 -2.42 0.087
O 3.446 1.387 0.322 0.72 1.13 0.31 -0.760
H 1.319 1.709 2.100 -0.64 -0.11 -0.25 0.369
H 1.177 0.181 1.341 0.25 0.08 -0.16 0.377
H 3.664 1.601 2.362 -0.34 0.38 0.13 0.182
H 3.585 -0.050 1.688 -0.13 0.39 0.66 0.148
H 2.792 1.094 -0.314 -0.26 -0.22 0.30 0.464
C -4.148 -1.535 -2.209 -0.34 -0.28 -0.24 -0.851
H -4.200 -2.124 -3.133 0.59 0.02 0.27 0.214
H -5.136 -1.089 -2.169 -0.03 0.39 0.38 0.213
H -3.361 -0.784 -2.213 -0.13 0.01 -0.28 0.212
H -3.999 -2.169 -1.336 -0.09 -0.14 -0.12 0.212
```
Forces are in eV/Å.

Output
electronic energy	-5756.9033	eV
gap between HOMO and LUMO	10.52	eV
structure (SMILES)	NCO.C
relative energy (zero: lowest compared OMol25 entry of this formula, charge and spin)	0.620	eV
highest occupied orbital energy	-9.62	eV



5.
Entry from the OMol25 dataset: an isolated molecule of C17H19N5O2S2 at a distorted geometry (the ωB97M-V functional and the def2-TZVPD basis).

XYZ file:
```
45
Properties=species:S:1:pos:R:3:forces:R:3:nbo_charge:R:1
C 2.681 -1.375 -0.216 -0.35 -0.25 0.15 -0.622
C 1.830 -1.978 0.884 0.39 0.27 0.38 -0.074
O 0.696 -2.588 0.266 0.08 -0.03 -0.37 -0.500
C -0.267 -3.043 1.053 -0.20 -0.27 0.05 0.786
O -0.252 -3.006 2.256 0.01 -0.03 0.16 -0.598
C -1.415 -3.585 0.224 0.08 0.40 -0.04 -0.613
S -2.575 -2.213 -0.075 -0.29 -0.22 0.21 0.266
C -1.743 -1.446 -1.399 0.02 0.08 -0.14 0.162
N -0.864 -2.002 -2.189 -0.41 -0.68 0.65 -0.312
N -0.462 -1.067 -3.060 0.36 0.88 -0.88 -0.283
C -1.100 0.041 -2.801 -0.24 -0.21 0.11 0.309
C -0.896 1.341 -3.503 0.03 0.04 0.17 -0.256
N 0.452 1.853 -3.325 -0.02 0.02 -0.52 -0.594
C 0.966 1.904 -2.070 1.12 0.40 0.02 0.286
N 0.311 1.691 -0.986 -0.70 -0.15 -0.14 -0.548
C 1.083 1.890 0.130 0.96 0.34 -0.21 0.108
C 0.531 1.607 1.451 -0.19 -0.06 0.35 0.008
C 0.987 2.268 2.589 -0.03 -0.06 -0.13 -0.211
C 0.471 1.947 3.831 0.05 0.00 0.11 -0.209
C -0.500 0.966 3.955 -0.04 0.00 0.06 -0.209
C -0.961 0.305 2.828 -0.05 -0.02 0.07 -0.199
C -0.449 0.626 1.586 0.06 0.15 -0.05 -0.228
C 2.361 2.278 -0.129 -0.22 -0.04 -0.09 -0.448
S 2.647 2.393 -1.831 -0.63 -0.15 0.18 0.346
N -1.945 -0.141 -1.741 0.38 -0.69 -0.35 -0.356
C -2.799 0.820 -1.104 -0.23 0.40 0.12 -0.424
H 2.083 -0.682 -0.802 -0.03 0.15 -0.09 0.217
H 3.524 -0.844 0.216 0.10 0.06 0.04 0.213
H 3.045 -2.154 -0.880 0.09 -0.06 -0.09 0.215
H 2.378 -2.743 1.446 -0.10 0.10 -0.03 0.184
H 1.482 -1.216 1.590 0.07 -0.17 -0.09 0.199
H -1.076 -3.936 -0.748 -0.02 -0.12 0.08 0.275
H -1.969 -4.339 0.779 0.07 0.06 -0.02 0.251
H -1.068 1.220 -4.574 -0.02 0.08 0.12 0.236
H -1.595 2.080 -3.104 -0.03 -0.07 -0.16 0.214
H 1.114 1.629 -4.052 -0.11 -0.02 0.05 0.404
H 1.736 3.040 2.496 0.06 0.10 -0.01 0.209
H 0.829 2.465 4.709 0.02 0.04 0.07 0.213
H -0.895 0.716 4.928 -0.03 -0.02 0.09 0.214
H -1.706 -0.470 2.918 -0.04 -0.09 -0.01 0.225
H -0.783 0.103 0.704 -0.06 -0.09 -0.12 0.221
H 3.158 2.467 0.560 0.16 -0.03 0.23 0.241
H -3.582 1.147 -1.791 -0.01 -0.02 0.08 0.208
H -3.261 0.355 -0.235 0.01 0.09 -0.01 0.229
H -2.200 1.675 -0.785 -0.07 -0.07 0.04 0.243
```
Forces are in eV/Å.

Output
electronic energy	-51153.9031	eV
gap between HOMO and LUMO	8.62	eV
structure (SMILES)	CCOC(=O)CSc1nnc(CNc2nc(-c3ccccc3)cs2)n1C
relative energy (zero: lowest compared OMol25 entry of this formula, charge and spin)	0.000	eV
highest occupied orbital energy	-8.05	eV